No. 1
C5H5Cl | ωB97M-V with the def2-TZVPD basis set

Geometry as XYZ:
```
11
Properties=species:S:1:pos:R:3:forces:R:3:lowdin_charge:R:1
Cl -0.729 1.845 0.325 0.3 0.0 0.1 0.640
C 1.403 -1.159 -0.324 0.1 -0.3 -0.1 -0.039
C -2.098 -0.413 0.173 -2.2 0.7 0.4 -0.044
C 2.697 -1.887 -0.570 -1.6 0.7 1.3 -0.079
C 0.325 -0.639 -0.139 0.4 0.4 0.6 -0.080
C -0.874 0.116 0.189 -0.2 -0.8 -1.0 -0.781
H 2.959 -2.460 0.324 0.0 0.1 -0.1 0.080
H 2.568 -2.569 -1.372 -0.1 -0.6 -0.8 0.059
H -3.074 0.257 0.288 2.4 -1.5 -0.2 0.106
H -2.257 -1.501 0.061 0.2 0.8 0.0 0.073
H 3.481 -1.197 -0.793 0.5 0.4 -0.2 0.065
```
Positions in Å, forces in eV/Å.

Computed properties:
- orbital gap (eV) = 10.00
- spin multiplicity = 1
- energy above the lowest of the compared OMol25 structures with the same formula, charge and spin (kJ/mol) = 157.0
- maximum force (hartree/bohr) = 0.0562
- HOMO energy (Eh) = -0.335
- M (g/mol) = 100.55
- total energy (hartree) = -653.6210
- structure (SMILES) = C=C(Cl)C#CC

---

No. 2
C48H70N2O30 | ωB97M-V with the def2-TZVPD basis set

Geometry as XYZ:
```
150
Properties=species:S:1:pos:R:3:forces:R:3:lowdin_charge:R:1
O -3.207 -6.832 -2.584 -0.3 -0.9 -2.4 0.182
O -2.895 -2.762 -3.845 0.5 -0.3 0.0 0.107
O 5.767 -5.190 1.986 0.0 0.2 -0.3 0.064
O -2.221 -6.440 -0.649 0.3 0.3 0.8 0.077
O -4.756 -0.116 -3.896 0.2 -1.3 0.4 0.079
O -2.937 -2.667 -1.620 -0.5 0.2 1.3 0.137
O 0.239 -0.729 -2.521 0.7 -0.1 -2.2 0.168
O -3.434 5.030 1.894 -0.2 0.2 0.0 0.094
O -1.185 0.363 -1.185 0.0 0.0 0.0 0.045
O -1.867 -1.611 4.092 0.3 0.4 0.1 0.069
O 4.591 2.993 -2.813 -0.2 -0.1 -0.2 0.095
O 4.036 5.099 -2.259 0.4 0.9 0.2 0.176
O 2.177 5.420 4.393 1.1 1.3 -1.4 0.190
O -2.756 4.577 3.962 0.1 0.4 0.2 0.082
O 0.523 3.914 4.524 -0.1 0.1 -0.2 0.076
O -4.890 0.663 -5.976 -0.5 -0.2 -1.4 0.175
O 4.889 -5.612 4.021 0.3 -0.4 0.8 0.179
O 0.236 -1.123 -0.355 -0.1 -0.7 0.6 0.083
O 1.797 4.337 6.290 -0.4 0.0 0.6 0.074
O -0.669 8.038 1.356 -1.0 1.6 1.0 0.165
O 1.050 7.241 0.191 0.6 -0.2 -0.2 0.093
O -4.408 -6.182 -0.797 -0.4 0.1 0.1 0.069
O 2.631 3.406 -1.860 0.5 -0.2 0.9 0.041
O -1.513 -4.046 -2.638 0.2 -0.2 -0.4 0.067
O -3.150 2.932 2.537 0.0 -2.7 -0.5 0.152
O -0.407 5.852 1.076 0.1 -0.7 0.6 0.062
O 3.733 -4.432 2.506 0.2 0.0 -0.5 0.075
O -3.773 1.791 -4.401 0.4 -0.2 -0.3 0.087
O -0.618 -3.140 5.150 1.3 -0.6 0.2 0.194
O -2.644 -2.602 5.929 0.1 0.1 0.3 0.080
N 4.161 0.044 -5.807 1.1 0.2 0.2 -0.002
N 4.165 -5.266 -3.063 -0.1 0.3 0.2 0.017
C -1.033 -4.204 -3.992 -0.9 0.5 -0.1 -0.046
C -2.613 -5.929 0.661 -0.3 -0.5 -0.6 -0.294
C -2.490 -3.137 -2.613 0.3 0.0 -1.2 -0.572
C -0.181 3.309 5.608 0.1 -0.3 0.4 -0.328
C 4.818 -5.125 2.953 -0.6 0.6 -1.3 -0.567
C -1.588 -2.490 5.090 -1.3 0.0 -0.5 -0.571
C -3.370 6.290 2.531 0.1 1.7 -0.2 -0.093
C -3.123 4.077 2.780 0.2 1.6 0.1 -0.608
C -3.044 -0.879 4.421 -0.8 0.0 0.7 -0.332
C 2.964 -3.592 -2.308 -0.3 0.7 0.2 -0.131
C 1.556 4.641 4.999 -0.8 -1.1 1.1 -0.598
C -1.598 6.681 4.374 0.7 -0.5 -0.3 -0.005
C 3.559 -2.584 0.934 -0.4 0.1 -0.7 -0.024
C -4.489 0.749 -4.876 0.0 0.6 1.0 -0.594
C 3.905 -4.039 1.114 0.6 -0.1 0.4 -0.288
C 0.805 3.420 6.774 0.2 -0.1 -0.3 -0.069
C 5.396 -4.345 0.885 0.1 0.3 -0.1 -0.085
C 0.419 -0.003 1.738 0.4 -0.4 0.7 -0.004
C 2.743 1.973 -1.813 -0.7 0.1 -0.7 -0.069
C -1.583 0.219 0.178 0.6 0.2 0.4 -0.075
C -1.657 -4.869 1.122 -0.2 0.2 -0.2 -0.011
C 2.677 -1.045 -4.659 -0.5 -0.2 1.2 -0.114
C 4.306 -3.133 -2.466 0.0 -0.7 0.4 -0.133
C -0.050 7.134 0.938 0.7 -1.1 -1.0 -0.605
C -0.233 3.936 -0.301 0.8 -0.9 0.0 -0.007
C -4.036 -5.450 0.381 0.0 0.1 -0.1 -0.083
C 3.012 0.756 -5.903 0.2 0.5 -0.1 -0.140
C 2.895 -4.899 -2.694 0.5 -0.1 0.0 -0.114
C -4.003 0.176 -2.718 -0.1 1.4 -0.3 -0.069
C -1.442 -2.478 -5.826 0.0 0.3 0.1 -0.012
C 4.047 1.683 -2.545 0.7 -0.6 0.5 -0.288
C -2.878 6.021 3.938 -0.6 -0.1 0.9 -0.287
C -0.196 -0.505 -1.459 -0.8 -0.1 1.6 -0.599
C 1.362 5.958 -0.376 0.6 -0.3 0.0 -0.073
C -2.076 -3.404 -4.833 0.6 -1.2 -0.2 -0.297
C -3.881 -0.604 3.210 -0.2 0.1 -0.3 -0.013
C 5.134 0.967 -1.773 0.2 -0.7 -0.2 -0.015
C -3.359 2.570 -2.202 0.2 1.2 0.0 -0.022
C -3.194 1.421 -3.152 -0.3 -0.1 0.8 -0.315
C 5.028 -4.211 -2.895 0.0 -0.7 -0.5 -0.134
C -0.518 -0.723 0.801 -0.5 1.0 -0.2 -0.276
C 0.577 4.957 0.481 -1.0 0.7 -0.9 -0.251
C -3.289 -6.537 -1.460 0.4 1.0 2.2 -0.609
C -3.704 -1.789 5.473 -0.9 0.5 -0.5 -0.099
C -0.555 1.908 5.261 -0.5 -1.0 -0.9 -0.031
C 2.048 0.119 -5.155 0.6 0.5 -1.1 -0.103
C 4.011 -1.021 -4.974 -0.7 -0.1 -0.5 -0.136
C 3.812 3.941 -2.270 -0.8 -0.7 -0.9 -0.568
H 2.511 -2.422 1.179 0.1 0.2 0.4 0.075
H 5.058 0.362 -6.121 0.0 0.1 -0.2 0.148
H 1.048 0.496 -5.047 -0.2 -0.3 0.1 0.092
H -3.222 2.337 -1.146 0.1 -0.3 -0.1 0.077
H 1.313 2.479 6.995 -0.1 0.0 0.0 0.134
H -0.029 -3.803 -4.035 0.2 0.2 -0.1 0.118
H 6.059 -4.375 -3.165 0.1 0.3 0.1 0.113
H -4.529 -2.381 5.062 0.3 -0.3 -0.2 0.134
H -2.739 7.003 1.996 0.4 -0.5 -0.2 0.117
H -4.168 -1.206 6.267 0.4 0.0 0.3 0.135
H -4.127 -1.534 2.695 0.0 0.0 0.0 0.094
H -1.051 -5.239 -4.318 0.1 -0.2 0.5 0.133
H 1.122 -0.673 2.242 0.0 -0.2 -0.3 0.085
H 2.167 -1.764 -4.055 0.1 -0.3 0.3 0.060
H -4.095 -4.384 0.134 0.2 -0.1 0.1 0.124
H 0.364 3.029 -0.473 0.0 0.2 0.0 0.068
H -0.943 -3.079 -6.588 0.2 0.0 0.1 0.097
H -1.619 7.759 4.224 -0.1 0.0 0.0 0.099
H -4.333 6.804 2.584 -0.3 -0.6 -0.2 0.135
H -1.071 -1.533 1.272 0.6 -0.5 -0.1 0.142
H -1.332 6.467 5.410 -0.3 0.0 0.1 0.086
H 3.610 -2.326 -0.124 0.1 -0.2 0.0 0.048
H -1.091 3.883 5.777 0.0 0.2 0.1 0.138
H -4.343 3.027 -2.330 -0.1 -0.3 0.1 0.099
H -1.652 -4.045 0.406 -0.1 0.0 0.0 0.072
H 0.280 1.275 4.947 0.3 0.3 0.1 0.096
H -3.347 -0.609 -2.378 -0.2 -0.5 -0.3 0.086
H 4.239 -1.895 1.433 -0.1 -0.2 0.4 0.096
H -1.252 1.926 4.414 0.0 0.0 0.1 0.071
H -4.805 -0.103 3.505 0.0 -0.1 0.1 0.101
H -2.581 -0.208 0.215 -0.1 0.1 0.0 0.126
H 4.435 -6.197 -3.310 0.1 -0.1 -0.2 0.142
H 4.705 -2.179 -2.176 0.0 0.2 -0.2 0.081
H 3.089 1.673 -6.463 -0.6 0.1 0.0 0.114
H 1.873 1.618 -2.369 0.2 -0.3 0.1 0.124
H 3.268 -4.660 0.478 0.0 0.0 0.2 0.147
H -0.103 0.458 2.580 -0.2 0.3 -0.3 0.073
H -0.710 -1.855 -5.312 0.0 0.2 -0.2 0.078
H 2.712 1.554 -0.802 0.1 0.4 0.1 0.130
H 3.869 1.089 -3.438 -0.1 0.6 -0.4 0.107
H -1.976 -4.506 2.102 0.2 0.0 0.0 0.090
H 4.836 -0.020 -1.406 -0.4 0.3 0.3 0.067
H -4.722 0.426 -1.935 0.1 0.0 0.1 0.138
H -0.655 -5.268 1.176 0.3 -0.1 0.2 0.088
H 1.012 0.717 1.172 -0.2 0.2 0.1 0.088
H -4.724 -5.669 1.194 -0.1 -0.1 -0.1 0.133
H 5.624 -4.806 -0.076 -0.2 -0.4 0.2 0.118
H 5.993 -3.423 0.886 -0.1 -0.1 0.4 0.132
H -2.640 -4.155 -5.395 -0.6 0.3 0.3 0.153
H 1.098 5.967 -1.434 -0.3 -0.1 0.1 0.137
H -3.392 0.084 2.520 0.1 -0.1 0.0 0.064
H -0.786 6.262 3.772 0.0 0.2 -0.1 0.081
H -2.638 -6.790 1.337 0.1 0.1 0.0 0.155
H -2.824 0.063 4.934 0.6 0.0 -0.3 0.135
H 2.429 5.759 -0.337 0.1 0.3 0.1 0.120
H 5.931 0.692 -2.470 0.1 0.5 0.1 0.089
H -0.508 4.286 -1.294 -0.2 0.2 0.1 0.089
H -1.513 1.193 0.663 -0.4 0.1 -0.1 0.115
H 5.532 1.598 -0.982 0.0 -0.1 0.1 0.096
H -2.145 1.176 -3.302 0.0 0.0 -0.1 0.139
H -3.704 6.256 4.617 0.2 0.0 0.2 0.150
H -1.102 3.604 0.267 -0.1 0.3 0.0 0.074
H -2.664 3.375 -2.462 0.1 -0.1 0.1 0.082
H 2.087 -5.611 -2.731 -0.1 0.1 0.1 0.113
H 2.171 -2.971 -1.915 -0.2 -0.2 -0.2 0.094
H -2.181 -1.875 -6.354 0.0 0.1 0.2 0.093
H 4.845 -1.643 -4.715 -0.1 -0.3 -0.1 0.099
H 1.208 4.508 1.246 -0.2 0.1 0.2 0.154
H -1.048 1.357 6.065 0.0 0.4 0.2 0.094
H 0.317 3.781 7.678 0.2 0.2 0.0 0.134
```
Positions in Å, forces in eV/Å.

Computed properties:
- orbital gap (eV) = 8.84
- spin multiplicity = 1
- energy above the lowest of the compared OMol25 structures with the same formula, charge and spin (kJ/mol) = 0.0
- maximum force (hartree/bohr) = 0.0532
- HOMO energy (Eh) = -0.321
- M (g/mol) = 1155.07
- total energy (hartree) = -4237.9169
- structure (SMILES) = C[C@H]1COC(=O)O1.C[C@H]1COC(=O)O1.C[C@H]1COC(=O)O1.C[C@H]1COC(=O)O1.C[C@H]1COC(=O)O1.C[C@H]1COC(=O)O1.C[C@H]1COC(=O)O1.C[C@H]1COC(=O)O1.C[C@H]1COC(=O)O1.C[C@H]1COC(=O)O1.c1cc[nH]c1.c1cc[nH]c1

---

No. 3
C51H44CaNO6S2 | ωB97M-V with the def2-TZVPD basis set

Geometry as XYZ:
```
105
Properties=species:S:1:pos:R:3:forces:R:3:lowdin_charge:R:1
Ca 1.103 -1.926 0.863 -0.5 -0.3 -0.4 1.489
S 2.407 -1.462 -2.329 -1.1 -1.2 -0.3 1.098
S -0.287 0.968 0.221 0.7 -2.2 -0.5 1.100
O -0.957 -4.968 2.449 2.1 0.5 -0.3 0.044
O 2.606 -0.371 2.236 -0.1 0.1 0.2 0.021
O 0.612 -4.150 0.971 -0.5 0.1 2.7 -0.220
O 3.780 -0.169 4.119 0.1 1.2 0.4 0.162
O -0.343 -0.539 -0.313 -0.2 2.6 1.2 -0.632
O 2.333 -1.414 -0.825 0.8 0.3 -0.4 -0.681
N 1.309 -2.508 3.118 0.5 -1.4 -0.2 0.030
C 1.221 1.704 -0.493 -0.4 1.0 0.7 -0.305
C -4.890 -4.801 2.473 -0.6 -1.8 -0.5 -0.081
C -2.808 3.605 -1.607 -2.4 -0.1 0.1 -0.045
C -4.027 1.558 -1.021 0.6 1.3 -0.2 -0.011
C -5.302 3.308 -2.212 -0.7 -1.0 1.0 -0.044
C 0.974 -0.561 -3.005 0.9 2.9 -0.1 -0.282
C -0.303 2.924 -3.655 -0.6 2.3 0.4 -0.054
C 3.249 2.978 0.082 -2.1 -1.0 1.0 0.008
C -3.941 -1.567 6.127 -1.0 1.2 -0.3 -0.041
C -3.986 2.837 -1.632 -1.1 -0.5 0.7 -0.222
C 1.985 2.452 0.457 1.1 -0.4 0.0 -0.053
C -4.694 -3.117 4.392 0.8 -0.9 1.4 -0.180
C 0.851 -3.775 3.354 0.9 1.3 0.4 -0.149
C 2.594 2.523 -2.234 1.1 -0.1 0.6 -0.102
C -4.507 -0.761 3.933 0.3 1.2 -0.7 -0.071
C 6.220 0.719 -3.601 -0.1 0.0 -1.0 -0.237
C 5.147 0.483 -4.505 1.3 -0.3 -0.1 -0.027
C 4.915 -0.397 -1.895 -0.2 -1.7 0.4 -0.064
C -3.942 0.934 5.760 0.0 0.8 0.3 -0.075
C 3.871 -0.594 -2.796 0.3 0.5 0.9 -0.384
C -4.737 -2.066 3.524 -0.6 0.1 -0.7 -0.058
C 2.275 -2.391 5.291 0.8 0.9 -0.1 0.019
C -1.291 3.515 -4.429 0.0 -0.4 -0.1 -0.066
C 0.126 -4.408 2.187 -2.2 -0.1 -2.1 -0.573
C 4.477 4.034 -1.732 0.5 0.7 1.5 -0.040
C 6.100 0.130 -2.350 1.0 2.0 1.4 -0.046
C 7.475 1.501 -4.040 -0.1 -1.7 -0.5 -0.033
C 2.094 -1.872 3.967 -0.1 -0.9 2.5 -0.179
C 4.041 -0.254 -4.112 0.9 0.6 0.3 -0.086
C -0.127 1.547 -3.649 -0.1 -1.8 0.0 -0.080
C 1.911 -3.705 5.515 -1.7 -1.1 -0.2 -0.011
C -4.118 -0.465 5.209 0.6 -0.7 2.0 -0.294
C 0.288 -1.166 -4.073 1.6 -1.5 1.0 -0.070
C -2.874 1.036 -0.450 -1.1 -0.7 -0.4 -0.079
C -0.647 -0.512 -4.807 -0.4 -1.6 -0.2 -0.026
C -0.943 0.823 -4.612 0.0 0.5 1.0 -0.138
C -2.045 1.400 -5.316 1.3 1.4 0.6 0.000
C 4.673 4.268 -3.041 0.4 0.5 0.0 -0.069
C 3.995 3.482 -3.967 -0.7 0.2 -0.9 -0.060
C -4.821 -4.587 3.981 0.1 0.0 0.1 -0.348
C -4.333 -2.826 5.741 0.7 -0.4 -0.5 -0.040
C 0.791 0.813 -2.750 -0.8 -0.4 -2.6 -0.102
C 3.455 3.188 -1.287 -0.5 -1.2 0.1 -0.161
C 2.836 -0.713 3.387 -0.7 0.0 -1.1 -0.452
C 2.934 2.715 -3.576 -0.4 -0.5 -1.4 -0.032
C -1.718 1.772 -0.473 0.1 0.6 -0.3 -0.375
C -1.754 3.086 -0.944 3.7 -0.3 0.1 -0.092
C -3.684 -5.458 4.590 -1.3 0.6 0.4 -0.063
C -2.181 2.769 -5.237 -0.4 -0.5 0.2 -0.057
C 1.595 1.595 -1.814 -0.4 1.4 0.8 -0.147
C 1.128 -4.424 4.552 1.5 2.4 -0.3 0.063
H -3.014 3.289 -5.727 0.5 -0.3 0.1 0.117
H 0.670 -2.197 -4.206 -1.0 0.4 -0.5 0.120
H -3.893 -6.488 4.336 0.2 -0.3 -0.1 0.078
H 5.267 0.777 -5.555 -0.2 0.0 0.5 0.130
H -4.694 1.636 5.305 0.6 -0.7 0.6 0.084
H 3.339 -0.638 -4.780 -1.2 0.0 -1.4 0.102
H -4.349 -5.730 2.216 0.0 0.4 0.2 0.079
H -4.975 1.023 -0.972 0.3 0.0 -0.1 0.126
H 4.282 3.535 -5.012 -0.3 0.1 0.0 0.118
H -5.215 4.137 -2.852 0.1 1.2 -0.7 0.056
H -4.194 -3.637 6.456 -0.3 0.2 -0.2 0.101
H 8.177 0.831 -4.624 -0.7 0.5 0.7 0.103
H 5.064 4.589 -0.972 -0.5 -0.3 -0.5 0.134
H 2.270 2.256 -4.325 0.7 0.0 0.2 0.132
H -2.710 -5.158 4.258 0.5 0.1 -0.3 0.056
H 0.257 3.602 -2.978 -0.2 -0.7 -0.5 0.129
H 4.041 0.719 3.749 -0.2 -1.3 0.2 0.173
H -5.724 2.491 -2.773 0.0 -0.4 -0.6 0.072
H -5.912 -5.069 2.142 0.3 0.7 0.1 0.085
H -4.089 0.894 6.890 0.2 0.3 -1.5 0.089
H -5.752 -4.998 4.409 0.2 0.3 -0.1 0.139
H -2.940 0.033 -0.064 0.3 -0.2 0.2 0.113
H -2.817 4.609 -2.028 0.2 -0.3 0.1 0.128
H 4.053 3.113 0.815 -0.6 0.7 -0.2 0.126
H -4.464 -4.056 1.824 0.1 0.5 0.0 0.057
H -1.515 4.574 -4.407 0.5 0.1 0.3 0.109
H 0.812 -5.420 4.585 -0.3 -1.3 0.7 0.112
H 6.863 0.364 -1.561 -0.4 -0.6 -1.0 0.136
H 2.128 -4.164 6.487 -0.1 0.2 -0.5 0.123
H 1.600 2.477 1.494 0.6 -0.2 -0.6 0.109
H -5.049 -2.224 2.501 0.1 -0.1 -0.1 0.099
H -1.240 -1.074 -5.517 0.1 0.0 -0.2 0.127
H -2.939 1.399 5.540 -0.8 -0.6 0.3 0.080
H 2.702 -1.816 6.162 -0.1 -0.6 -1.5 0.143
H -6.152 3.480 -1.494 1.3 0.2 -0.1 0.109
H -3.644 -1.382 7.180 -0.2 0.0 -0.9 0.114
H 7.167 2.228 -4.774 0.0 0.6 0.1 0.062
H 8.057 1.919 -3.212 -0.4 0.1 -0.2 0.079
H 4.949 -0.931 -0.934 -0.5 0.8 -0.2 0.123
H -4.569 0.071 3.198 -0.2 -0.6 0.5 0.118
H -0.772 3.624 -0.955 -1.0 -0.3 0.2 0.126
H -3.754 -5.364 5.672 0.3 -0.2 0.1 0.055
H 5.257 5.139 -3.292 0.6 -0.3 -0.5 0.117
H -2.687 0.793 -5.919 -0.2 -0.3 -0.2 0.112
```
Positions in Å, forces in eV/Å.

Computed properties:
- orbital gap (eV) = 6.77
- spin multiplicity = 1
- energy above the lowest of the compared OMol25 structures with the same formula, charge and spin (kJ/mol) = 239.1
- net charge = +1
- maximum force (hartree/bohr) = 0.0728
- HOMO energy (Eh) = -0.364
- M (g/mol) = 871.13
- total energy (hartree) = -3949.8665

---

No. 4
CHO4 | ωB97M-V with the def2-TZVPD basis set

Geometry as XYZ:
```
6
Properties=species:S:1:pos:R:3:forces:R:3:lowdin_charge:R:1
O -0.069 -1.656 -0.886 -2.0 2.4 3.0 0.350
O 0.293 -1.140 1.650 -0.5 -1.6 0.5 0.006
O 0.474 0.037 2.324 1.4 2.4 0.2 0.090
O -0.574 -0.742 2.750 -0.6 -1.2 -0.5 0.150
C -0.554 -0.934 -0.132 2.6 -2.8 -3.5 0.226
H -1.068 -0.056 0.175 -0.9 0.7 0.3 0.178
```
Positions in Å, forces in eV/Å.

Computed properties:
- orbital gap (eV) = 10.72
- spin multiplicity = 1
- energy above the lowest of the compared OMol25 structures with the same formula, charge and spin (kJ/mol) = 479.0
- net charge = +1
- maximum force (hartree/bohr) = 0.1008
- HOMO energy (Eh) = -0.656
- M (g/mol) = 77.02
- total energy (hartree) = -338.9854